Molecular formula: C6H11NO
Method: DFT, ωB97M-V/def2-TZVPD

The geometry in XYZ format:
```
19
Properties=species:S:1:pos:R:3:mulliken_charge:R:1
C 1.0933 -1.5223 0.0595 -0.49
H 1.2822 -2.0546 1.1798 0.23
H 0.0825 2.9276 -0.6696 0.28
C -1.5942 -1.1142 -0.2486 -0.68
N -2.7316 -0.0258 -0.3320 -0.57
O 1.6007 0.7925 -0.4936 -0.39
H -1.7397 -1.4557 -1.3812 0.23
C 2.3604 -0.3955 -0.1239 -0.34
H 0.5753 2.0969 1.0968 0.27
H -2.1663 -1.8648 0.5823 0.36
C -0.1785 -0.5167 0.1290 0.49
H -1.4308 2.3280 0.6322 0.39
C 0.2183 0.7297 -0.1946 -0.03
H 1.0908 -2.2666 -0.7067 0.37
H -1.7837 1.3914 -0.5514 0.28
H -2.7382 -0.3475 1.0750 0.26
H 3.1356 -0.7437 -0.9713 0.19
C -0.2025 2.1240 0.0996 -1.07
H 3.1264 -0.0828 0.8188 0.21
```

Summary:
ΔE to the lowest compared entry with this formula, charge and spin in kJ/mol: 1130.8
Multiplicity: 1
HOMO energy in Eh: -0.3132
E_tot in eV: -9926.734

Molecular formula: C5H8O2
Method: DFT, ωB97M-V/def2-TZVPD

The geometry in XYZ format:
```
15
Properties=species:S:1:pos:R:3:mulliken_charge:R:1
O 1.3726 -0.8629 0.1411 -0.38
H -2.1332 -0.2938 -1.7425 0.25
C -1.1091 -0.4896 -2.0674 -0.94
H -0.7538 -1.4269 -1.6313 0.23
C 0.0397 1.0693 0.5242 0.23
H -1.0627 -0.5497 -3.1568 0.33
H 1.7473 -0.8164 2.2661 0.42
H 2.3819 1.0486 0.1772 0.45
C -0.3678 -0.0624 1.4983 -0.50
H -1.0419 -0.8384 1.1251 0.27
C 1.1122 -0.4525 1.4665 -0.14
C 1.4574 0.5356 0.4183 -0.08
H -0.4759 0.3307 -1.7371 0.12
O -0.4685 2.1122 0.2247 -0.55
H -0.7433 0.3606 2.4335 0.28
```

Summary:
ΔE to the lowest compared entry with this formula, charge and spin in kJ/mol: 263.2
Multiplicity: 1
HOMO energy in Eh: -0.3579
E_tot in eV: -9407.105
Structure (SMILES): O=C1C[C@H]2O[C@@H]12.C

Molecular formula: C15H19N5O3S
Method: DFT, ωB97M-V/def2-TZVPD

The geometry in XYZ format:
```
43
Properties=species:S:1:pos:R:3:mulliken_charge:R:1
H 0.6848 1.9616 1.7998 0.17
N 1.3266 0.9885 0.1047 0.96
H 2.3523 -0.5731 -2.4215 0.51
H 2.4935 -2.1008 0.5456 0.32
O -1.1140 2.4610 0.8292 -0.69
H -0.0283 1.2542 -3.8084 0.35
N -1.7418 2.3365 -1.3267 -0.24
H -1.7214 0.3632 4.2623 0.27
H 0.7165 -2.5845 -0.9464 0.41
H 1.7665 -3.7212 0.7858 0.36
C -2.0416 0.2078 3.2337 -0.82
C 1.5422 1.3698 1.4799 -0.07
C -0.9017 2.0673 -0.3049 0.03
H -3.0554 -0.0127 0.9144 0.34
S -0.9990 -0.7235 -5.2211 -0.40
N -0.2590 0.5885 -3.0778 -0.22
H 2.7812 3.0898 1.0635 0.33
H -2.6025 2.8146 -1.1180 0.25
C 0.2795 1.2809 -0.7028 0.04
C -0.0992 -2.0293 -0.5135 0.09
N 2.2269 0.2396 -0.5025 -1.04
O 0.7999 -2.1477 1.7399 -0.45
C 1.7881 0.0186 -1.7285 -0.94
H -2.9232 -0.4451 -1.4966 0.53
H -1.6249 1.8907 -2.2232 0.27
C -1.0778 -1.5103 -1.3600 -0.90
O -1.1409 -0.7368 2.6971 -0.45
C 1.9762 -2.7550 1.2551 -0.88
C 0.5522 0.6431 -1.9196 1.01
C -2.2214 -0.5726 0.5254 -0.63
H -1.9917 1.1535 2.6863 0.29
N -0.9268 -1.6390 -2.7683 -0.06
H -1.2550 -2.4816 -3.2194 0.28
H 3.6717 1.5722 1.2381 0.37
C -1.2133 -1.0021 1.3708 0.87
H -3.0690 -0.1699 3.2307 0.34
C -2.1524 -0.8172 -0.8392 -0.27
H 2.6038 -2.9120 2.1306 0.26
H 1.5919 0.4552 2.0786 0.30
C -0.1430 -1.7658 0.8422 0.35
C -0.7062 -0.6002 -3.6017 -0.16
H 3.0166 2.3865 2.6665 0.43
C 2.8392 2.1572 1.6200 -1.51
```

Summary:
ΔE to the lowest compared entry with this formula, charge and spin in kJ/mol: 124.2
Multiplicity: 1
HOMO energy in Eh: -0.3034
E_tot in eV: -40291.708
Structure (SMILES): CCn1ncc(NC(=S)Nc2ccc(OC)c(OC)c2)c1C(N)=O

Molecular formula: C17H43F2O5S
Method: DFT, ωB97M-V/def2-TZVPD

The geometry in XYZ format:
```
68
Properties=species:S:1:pos:R:3:mulliken_charge:R:1
H -1.3964 0.9489 -1.4773 0.12
H -4.2931 0.7032 -1.5097 0.42
H -1.8884 0.5324 5.1524 0.36
H 2.9007 -4.3248 0.3052 0.26
C 3.3702 -0.3343 -1.1321 -0.26
H 1.3176 -3.2650 1.9119 0.04
S -1.1716 -1.7690 -2.1519 0.12
C 1.4134 -1.3291 -2.4446 -0.87
H 3.0332 -2.4140 -1.5989 0.45
H -3.3420 1.8862 -0.6172 0.36
C 2.6360 1.0038 -0.9643 -0.85
H -5.6661 6.2939 -3.2342 0.32
C -1.7569 -2.2031 -0.4130 0.31
C -3.5231 1.4651 -1.6078 -1.25
H 4.9250 2.4060 1.5679 0.29
C 5.7240 0.6628 1.9388 -0.44
H 6.6002 1.0535 2.4652 0.35
C 3.1716 -4.2013 1.3550 -0.36
O 0.6108 -0.2345 3.0024 -0.33
H 0.2478 1.3798 4.1429 0.29
H -6.3265 3.3572 -2.6573 0.20
O 5.2000 1.6448 1.0467 -0.49
H 3.8223 -0.2278 2.3683 0.03
H 3.9647 -0.5317 -0.2377 -0.13
H -7.5080 4.6608 -2.8468 0.35
H 6.0601 -0.1536 1.2995 0.25
F -0.7401 -1.7798 0.3869 -0.26
C -5.4563 5.3285 -2.7647 -0.30
H -3.1195 -0.5651 -0.0493 0.23
H 2.1815 -3.9877 3.2663 0.36
H -1.7621 -3.2959 -0.4313 0.44
H -4.1003 4.7874 -4.0586 0.30
H -3.9236 2.2733 -2.2204 0.17
C -6.5178 4.3149 -3.1443 -0.90
C -2.2713 -0.4421 -2.8632 0.13
H 1.9119 -1.7637 -0.4126 -0.21
H 4.3193 0.9802 3.5574 0.40
C -2.2065 0.9371 -2.2107 -0.24
H 3.7739 -5.0686 1.6416 0.35
H 0.1285 -0.9305 2.5450 0.15
H -5.4401 5.4838 -1.6866 0.26
H 4.0777 -0.2807 -1.9643 0.39
H 5.0772 -0.6142 3.5643 0.32
C -1.1928 -0.1412 4.6509 -1.00
H -3.1743 -1.9161 1.0914 0.43
H -1.8798 -0.4307 -3.8850 0.49
H -1.7777 -0.9229 4.1578 0.27
O 3.9352 -3.0020 1.4023 -0.40
H 4.2012 -2.8637 2.3178 0.25
H 1.3283 -5.0301 2.1260 0.37
H 1.2504 -2.2289 -3.0428 0.56
H 1.6142 0.8584 -0.5979 0.14
C -0.3399 0.6088 3.6469 -0.22
H -3.8990 -2.1071 -0.5076 0.38
H -0.5645 -0.6162 5.4039 0.26
C 2.4391 -1.5319 -1.3435 0.06
H 2.5867 1.5727 -1.8967 0.34
C 4.6772 0.1699 2.9188 -0.69
H -1.8884 1.6248 -2.9962 0.48
H -6.5312 4.1512 -4.2244 0.30
F -3.5090 -1.0187 -2.8983 -0.31
C 1.9243 -4.1201 2.2137 -0.84
O -4.1379 4.8959 -3.1027 -0.51
C -3.0753 -1.6455 0.0367 -1.23
O 0.1079 -0.9237 -1.8409 0.00
H -0.9736 1.1060 2.9025 0.21
H 3.1566 1.6290 -0.2392 0.25
H 1.6643 -0.5049 -3.1125 0.30
```

Summary:
Multiplicity: 1
Net charge: +1
HOMO energy in Eh: -0.4443
E_tot in eV: -44824.923